# 1
13
Properties=species:S:1:pos:R:3:forces:R:3 method="wB97M-V/def2-TZVPD" relative_energy_kcal_mol=116.1 homo_ev="-7.931 / -8.111" orbital_gap_ev="8.18 / 8.13"
C 1.067417 0.637898 0.308343 0.851 0.611 -0.049
C -0.158100 -0.412368 -1.649183 0.079 -0.324 -0.167
N -0.773943 -0.409216 1.195841 -0.498 -0.474 0.092
N 0.091083 0.537676 1.202753 -0.719 -0.067 0.414
C 1.141173 -0.036422 -0.976804 -0.308 -0.549 0.151
O -1.758653 -0.133730 2.155542 0.665 1.073 0.082
O 2.223457 -0.256195 -1.491326 -0.040 0.268 -0.048
H -2.341058 -0.888948 2.130455 -0.092 -0.447 -0.173
H 0.009549 1.239709 1.958027 0.152 -0.428 -0.246
H 1.919406 1.230880 0.598742 -0.053 0.126 0.113
H -0.712335 -1.119541 -1.032471 0.022 0.108 -0.166
H 0.061793 -0.869625 -2.611612 0.035 0.111 -0.021
H -0.769790 0.479880 -1.788308 -0.093 -0.006 0.017



# 2
13
Properties=species:S:1:pos:R:3:forces:R:3 method="wB97M-V/def2-TZVPD" smiles="NC(=O)CNC=O" relative_energy_kcal_mol=37.5 homo_ev=-10.033 orbital_gap_ev=10.64
C -0.813988 -0.130439 -2.184433 -0.052 0.054 -0.623
N 0.124850 -0.426683 -1.234350 -0.534 0.421 0.449
C 0.372422 0.531642 -0.163943 -0.319 -0.523 0.447
C 0.686598 -0.225940 1.129184 -0.563 -0.238 -0.184
N 0.023706 0.292905 2.281630 0.619 0.891 -0.317
O 1.347551 -1.227115 1.134057 0.380 0.129 0.043
O -1.058342 -0.811628 -3.149596 -0.115 -0.325 0.186
H -1.351067 0.826447 -2.047122 0.304 0.134 0.195
H 0.192906 -1.399329 -0.968266 0.441 -0.053 -0.330
H 1.183471 1.204458 -0.448555 0.143 -0.003 0.288
H -0.494486 1.141084 0.090925 -0.121 0.074 -0.402
H -0.853974 -0.160607 2.484325 -0.001 -0.002 0.081
H 0.640352 0.385205 3.076144 -0.182 -0.561 0.169



# 3
14
Properties=species:S:1:pos:R:3:forces:R:3 method="wB97M-V/def2-TZVPD" relative_energy_kcal_mol=147.0 homo_ev="-9.963 / -10.367" orbital_gap_ev="7.79 / 8.42"
C 0.222983 0.570943 1.476580 1.774 -0.584 3.345
C 0.491658 1.489906 0.437420 0.333 -0.148 -4.391
C 0.784725 -1.062959 -1.132151 0.600 -1.209 -1.303
N -0.759533 -0.220890 1.505846 0.535 -0.626 -0.267
N -0.202031 -0.080757 -1.130925 -1.276 3.684 2.092
O -2.437747 0.661954 -0.153639 2.057 -1.744 -0.118
O -1.828724 -1.769757 -0.146413 0.594 0.396 -0.342
S -1.408556 -0.398559 -0.076051 -3.858 1.761 0.654
H 0.935793 0.653336 2.407945 -1.536 -0.140 -1.371
H -0.375720 2.177435 0.346620 0.918 -0.070 -0.425
H 1.516596 1.726944 -0.052488 -1.963 -0.298 1.345
H 1.725639 -0.543954 -1.179089 0.688 -0.091 -0.863
H 0.841674 -1.590544 -0.182104 -0.149 -0.996 -0.377
H 0.493244 -1.613100 -2.121550 1.283 0.063 2.021



# 4
14
Properties=species:S:1:pos:R:3:forces:R:3 method="wB97M-V/def2-TZVPD" relative_energy_kcal_mol=141.2 homo_ev="-8.644 / -8.637" orbital_gap_ev="7.33 / 7.31"
C -0.110638 0.704221 -0.144489 1.761 -0.291 -0.201
C 1.289211 1.272477 0.048133 1.290 1.594 2.117
C 0.731216 -1.545338 -0.095926 -1.188 -1.499 -1.351
N -1.091061 1.527497 -0.030876 0.370 2.277 0.242
N -0.193152 -0.536119 -0.522222 -3.166 -1.132 -0.811
O -3.452670 -0.935809 0.743935 -1.249 -1.078 1.306
O -2.362806 0.984570 -0.062779 -0.264 -0.662 -0.390
S -2.696553 -0.531895 -0.376424 2.824 0.671 -0.979
H 1.338693 2.236223 -0.552373 0.159 -1.246 0.783
H 2.151611 0.564069 -0.231244 -1.620 1.136 0.218
H 1.474913 1.583780 1.210759 -0.507 -0.746 -2.836
H 1.694182 -1.445408 -0.612246 -0.405 -0.695 -0.922
H 1.078911 -1.294042 0.855903 -0.006 -0.540 2.307
H 0.148144 -2.584226 -0.230146 2.003 2.209 0.519



# 5
14
Properties=species:S:1:pos:R:3:forces:R:3 method="wB97M-V/def2-TZVPD" relative_energy_kcal_mol=113.3 homo_ev=-9.037 orbital_gap_ev=8.54
C -2.451672 -1.182311 0.048640 -1.563 3.449 -2.893
C 0.657768 0.205853 -0.168853 2.306 4.085 -1.139
C 2.174687 -0.023972 -0.078872 -0.263 -3.345 0.437
H -2.359219 -1.736626 0.878627 0.290 -2.471 2.772
H -2.540374 -1.783093 -0.902714 0.898 0.775 0.909
H -3.452174 -0.625982 0.102113 1.406 -0.572 0.061
H -0.763471 1.697394 0.253574 2.346 -0.729 -2.075
H 0.733556 2.198692 -0.150976 3.171 2.987 0.862
H 3.733205 1.110761 0.174310 -1.491 -0.557 0.380
N -0.060363 -0.786220 -0.112634 -4.740 -1.199 1.579
N 0.121195 1.533010 -0.390099 -3.475 -3.290 1.745
O -1.436598 -0.117875 0.146608 0.324 -3.596 -1.651
O 2.735976 1.099719 0.279976 1.982 1.181 -0.616
S 2.907488 -1.589349 -0.079696 -1.191 3.282 -0.372



# 6
14
Properties=species:S:1:pos:R:3:forces:R:3 method="wB97M-V/def2-TZVPD" smiles="C[C@H]1CS(=O)(=O)N=N1" relative_energy_kcal_mol=99.9 homo_ev=-10.223 orbital_gap_ev=9.85
C 0.718026 -0.583922 -0.576907 1.413 -0.435 -0.700
C -0.740825 -0.491565 -0.098458 1.570 -0.113 -1.306
C -1.589041 0.663210 -0.712358 -0.806 -1.064 0.256
N -0.735967 -0.101811 1.261365 1.925 2.609 4.277
N 0.262593 0.430216 1.826027 -2.314 -1.245 -1.215
O 2.403769 -0.804543 1.507800 -0.003 0.230 0.180
O 2.334778 1.447578 0.465384 -0.846 -0.342 0.438
S 1.663957 0.234392 0.852839 0.893 -0.941 -2.311
H 1.056043 -1.620940 -0.538741 -0.066 -0.046 0.554
H 1.147750 -0.335283 -1.626407 -1.366 0.667 1.861
H -1.183049 -1.489897 0.096244 -0.281 0.409 -1.480
H -2.255036 0.193367 -1.477749 0.174 0.787 0.731
H -0.961300 1.437866 -1.218671 -0.418 -0.644 0.802
H -2.121699 1.021332 0.239631 0.126 0.129 -2.087



# 7
14
Properties=species:S:1:pos:R:3:forces:R:3 method="wB97M-V/def2-TZVPD" relative_energy_kcal_mol=237.4 homo_ev=-9.682 orbital_gap_ev=9.93
C -0.214741 -1.552860 0.635868 -2.749 -1.976 0.764
C -1.099623 -0.462910 -0.146804 -0.571 -3.027 -2.471
C -0.452890 0.505607 0.684920 4.019 8.244 2.043
H 2.543926 -0.736517 -0.062894 -3.321 0.551 -2.296
H -0.924593 -2.225040 1.476128 2.741 1.861 -2.441
H -2.211047 -0.677380 -0.082952 1.390 0.439 0.905
H -0.246340 0.540060 -1.562932 -2.394 -4.076 -1.390
H -0.357900 0.476853 1.768620 -0.860 -1.327 0.231
H 0.733340 3.134271 -0.743747 -2.514 -3.904 -1.248
N 1.041489 -1.670531 0.531416 -0.408 0.806 -1.426
N 0.384545 1.621638 0.597327 -4.996 -3.180 -3.825
O 1.568426 -0.702950 -0.532161 3.243 -2.283 4.053
O -0.891692 -0.471130 -1.619441 2.988 5.377 3.318
O 0.127101 2.220890 -0.943349 3.432 2.495 3.784



# 8
15
Properties=species:S:1:pos:R:3:forces:R:3 method="wB97M-V/def2-TZVPD" smiles="O=P(O)(O)c1c[nH]c[nH+]1" homo_ev=-14.768 orbital_gap_ev=11.34 total_charge=+1
O -1.837844 1.517846 1.054033 0.139 0.043 -0.091
P -1.119384 1.306435 -0.195659 -0.036 0.158 0.044
O -0.172610 2.504640 -0.613031 -0.180 -0.178 -0.092
O -1.911875 0.877683 -1.498643 -0.114 0.283 0.220
C -0.006617 -0.089480 0.032655 0.052 -0.131 0.335
C 0.466483 -1.108788 -0.716505 -0.098 0.026 -0.576
N 1.292141 -1.855666 0.087669 0.202 -0.276 0.055
C 1.323970 -1.331515 1.308304 -0.038 -0.017 0.138
N 0.538546 -0.273278 1.293326 -0.131 0.369 0.152
H -0.016875 2.596978 -1.563205 0.032 0.084 0.044
H -2.805201 1.266588 -1.504479 0.101 -0.224 -0.155
H 0.266136 -1.344137 -1.751402 0.126 -0.074 0.159
H 1.801040 -2.685044 -0.184420 -0.042 0.018 -0.049
H 1.870480 -1.700251 2.164357 -0.035 -0.019 -0.161
H 0.311609 0.317989 2.087000 0.021 -0.062 -0.022



# 9
15
Properties=species:S:1:pos:R:3:forces:R:3 method="wB97M-V/def2-TZVPD" smiles="NS(=O)(=O)N1C=CCO1" relative_energy_kcal_mol=79.9 homo_ev=-9.344 orbital_gap_ev=9.92
C 1.580039 -0.885487 0.616692 -0.690 0.311 -0.511
C 1.067836 0.329338 0.716109 0.019 -2.232 -2.732
C 1.216097 -1.458565 -0.737089 0.135 1.290 1.860
N 0.388329 0.686029 -0.530163 0.443 0.532 1.221
N -1.673628 1.693042 0.730117 0.425 0.525 -0.775
O -1.890586 0.908051 -1.571408 -0.323 0.443 -2.022
O -1.537819 -0.817577 0.105677 -0.153 -0.294 0.765
O 0.723546 -0.340506 -1.443738 -0.188 0.400 -0.559
S -1.275882 0.491968 -0.382915 -1.421 0.459 1.164
H 2.173795 -1.309228 1.394385 0.195 -0.546 0.164
H 1.114441 0.920565 1.540805 -0.117 2.053 1.793
H 2.032995 -1.796214 -1.234519 3.010 -0.471 -1.682
H 0.625101 -2.318712 -0.792175 -1.962 -1.043 0.630
H -2.149169 2.446954 0.219159 0.844 -0.229 -0.272
H -2.395098 1.450342 1.369064 -0.218 -1.195 0.957



# 10
15
Properties=species:S:1:pos:R:3:forces:R:3 method="wB97M-V/def2-TZVPD" smiles="C=C[N+](=O)[O-].C=[N+]([O-])O" relative_energy_kcal_mol=213.3 homo_ev=-9.162 orbital_gap_ev=9.04
C 1.300935 1.457547 -1.641395 -4.066 3.815 -2.071
C 0.361714 -0.372318 2.193986 -0.228 -0.434 -0.753
C 0.093350 0.911680 -1.800060 3.943 -1.658 2.029
N -0.746460 -0.598650 1.580794 -1.381 0.973 -0.111
N -0.006210 -0.495925 -1.283018 -0.299 0.409 -0.527
O -1.460133 -1.739441 1.782727 -0.213 -0.868 0.424
O -1.352925 0.188071 0.823800 0.234 0.553 -0.203
O 0.908940 -0.984246 -0.646909 0.144 0.346 -0.278
O -1.034277 -1.067462 -1.538718 -0.517 -0.422 -0.478
H 1.364538 2.560420 -1.901453 0.106 -1.520 0.152
H -2.282613 -1.562006 1.263849 0.799 0.032 0.309
H 2.125294 1.029497 -1.265564 2.586 -1.838 1.323
H 0.700416 -1.176907 2.840647 0.387 0.565 -0.189
H 0.808521 0.518303 1.728955 0.307 -0.601 1.078
H -0.781090 1.331436 -2.137643 -1.802 0.649 -0.705



The F_max results, record by record, are as follows: 1.26, 1.13, 4.42, 3.46, 5.14, 5.37, 9.40, 0.59, 3.53, 5.95 eV/Å.